1.
Density functional theory data (ωB97M-V with the def2-TZVPD basis set) for a cluster of 2 separate species, C5H15NO in total.

CARTESIAN COORDINATES (ANGSTROEM)
C1 1.927 1.427 -0.366
C2 0.488 1.879 -0.222
C3 -0.402 0.866 0.511
C4 -1.413 1.476 1.473
C5 -1.072 -0.075 -0.527
N1 -1.896 -1.154 -0.006
H1 2.551 2.309 -0.556
H2 2.301 1.044 0.583
H3 2.081 0.764 -1.212
H4 0.420 2.836 0.283
H5 0.038 2.059 -1.186
H6 0.229 0.209 1.119
H7 -2.208 2.015 0.962
H8 -1.895 0.686 2.043
H9 -0.946 2.169 2.170
H10 -1.613 0.536 -1.250
H11 -0.228 -0.541 -1.024
H12 -2.386 -0.904 0.834
H13 -1.356 -2.001 0.067
O1 2.038 -5.203 -0.913
H14 2.036 -5.793 -1.685
H15 1.304 -4.603 -1.096

Force components x, y, z for each atom (eV/Å):
0.4 1.2 0.0
-0.6 -0.3 0.4
-0.3 -0.5 0.0
-0.1 0.0 -0.2
0.6 0.2 0.7
0.1 0.2 -0.7
0.0 -0.1 -0.2
0.0 -0.4 -0.2
0.0 -0.4 0.2
0.2 0.2 0.3
-0.1 0.1 -0.6
0.2 0.1 0.0
-0.1 0.2 -0.2
0.0 0.0 0.2
0.1 0.0 0.1
-0.2 0.0 -0.1
0.0 -0.1 -0.6
0.0 -0.3 0.2
-0.2 0.0 0.5
-0.2 -0.2 -0.5
0.1 0.2 0.4
0.1 0.0 0.1

## Properties
**Energy relative to the best compared isomer or geometry (same formula, charge and spin)**: 16.29 kcal per mole
**SMILES**: CC[C@@H](C)CN.O
**Frontier orbital gap**: 9.641 eV
**HOMO energy**: -9.041 eV
**Total charge**: 0

2.
Density functional theory data (ωB97M-V with the def2-TZVPD basis set) for a structure of composition C9H9AuBF4NO4STe4.

CARTESIAN COORDINATES (ANGSTROEM)
Au1 0.655 -0.799 -3.020
Te1 -0.410 -0.547 -5.284
Te2 -3.534 2.227 -3.987
Te3 -5.265 -0.049 -2.395
Te4 -2.615 -0.571 -2.662
C1 2.767 1.720 2.908
C2 1.417 1.451 2.301
C3 0.374 0.923 3.051
C4 -0.854 0.632 2.465
C5 -1.026 0.873 1.117
C6 -0.005 1.423 0.352
C7 1.208 1.706 0.945
S1 -2.575 0.446 0.309
O1 -2.313 1.344 -2.642
O2 -3.347 -0.289 1.336
N1 -1.811 -0.631 -0.774
C8 -1.595 -2.004 -0.255
C9 -1.732 -2.972 -1.451
O3 -2.849 -2.837 -2.064
O4 -0.759 -3.627 -1.803
H1 2.844 1.287 3.906
H2 2.956 2.794 2.991
H3 3.549 1.292 2.279
H4 0.530 0.709 4.104
H5 -1.668 0.190 3.026
H6 -0.151 1.577 -0.712
H7 2.030 2.068 0.342
H8 -2.373 -2.190 0.488
H9 -0.599 -2.098 0.175
F1 4.081 -0.504 -2.217
B1 3.471 -0.813 -1.006
F2 2.020 -0.854 -1.238
F3 3.717 0.182 -0.053
F4 3.861 -2.057 -0.532

Force components x, y, z for each atom (eV/Å):
0.5 0.0 -0.1
0.1 0.0 -0.1
0.1 0.0 0.2
0.1 -0.1 0.0
-0.9 -0.5 0.1
0.0 0.0 0.0
0.0 0.0 0.0
0.0 0.0 0.0
0.0 0.0 0.0
0.0 0.0 0.1
0.0 0.0 0.0
0.0 0.0 0.0
0.4 0.1 -0.1
0.1 0.5 0.0
0.0 -0.1 0.0
-0.5 -0.2 -0.2
0.0 0.3 -0.1
0.9 0.3 0.1
-0.3 0.3 -0.3
-0.4 -0.4 0.3
0.0 0.0 0.0
0.0 0.0 0.0
0.0 0.0 0.0
0.0 0.0 0.0
0.0 0.0 0.0
0.0 0.0 0.0
0.0 0.0 0.0
0.1 -0.3 0.1
0.0 0.1 0.0
0.0 0.0 0.0
0.0 0.0 -0.1
-0.1 0.0 0.2
0.0 0.0 0.0
0.0 0.0 0.0

## Properties
**Energy relative to the best compared isomer or geometry (same formula, charge and spin)**: 29.39 kcal per mole
**2S+1**: 3
**Frontier orbital gap (alpha / beta)**: 5.668 / 5.541 eV
**HOMO energy (alpha / beta)**: -1.808 / -2.123 eV
**Total charge**: -2

Record order is preserved below.
Max |F|: 1.23 1.00 eV Å⁻¹